Entry 1:
DFT (ωB97M-V/def2-TZVPD) results for a cluster of 16 separate species, C33H28BrCl45O4 in total.

XYZ file:
```
111
Properties=species:S:1:pos:R:3:mulliken_charge:R:1
O 2.933 1.202 -1.795 -0.44
C 2.440 1.328 -2.868 0.42
Br 1.221 -0.130 -3.451 -0.20
C 2.682 2.582 -3.802 -0.26
C 1.265 3.246 -3.991 0.38
C 0.499 3.237 -5.233 -0.65
C -0.850 3.865 -5.258 -0.82
C -1.398 4.479 -4.054 0.73
C -0.623 4.533 -2.776 0.40
C 0.715 3.901 -2.778 -0.57
C -1.308 5.222 -1.504 0.11
O -0.732 5.943 -0.711 -0.54
C -2.829 4.872 -1.353 0.23
C -3.472 4.616 -0.061 -0.47
C -4.911 4.258 -0.089 -0.22
C -5.709 4.149 -1.313 0.25
C -7.210 3.736 -1.380 -0.77
C -7.280 2.245 -1.965 -0.41
O -7.289 2.313 -3.396 -0.45
C -5.008 4.457 -2.594 -0.70
C -3.592 4.811 -2.639 0.15
C -2.830 5.117 -3.978 -0.17
O -3.296 5.804 -4.848 -0.51
H 3.178 2.321 -4.768 0.41
H 3.277 3.301 -3.170 0.02
H 0.915 2.750 -6.154 0.26
H -1.456 3.851 -6.202 0.38
H 1.316 3.885 -1.833 0.56
H -2.876 4.697 0.871 0.35
H -5.423 4.023 0.901 0.54
H -7.733 3.720 -0.391 0.34
H -7.704 4.438 -2.106 0.35
H -8.196 1.730 -1.567 0.26
H -6.399 1.656 -1.573 0.36
H -6.493 1.913 -3.776 0.27
H -5.610 4.402 -3.533 0.45
C 4.759 0.736 2.161 0.28
Cl 3.984 0.600 3.745 -0.13
Cl 5.809 2.154 2.100 -0.11
Cl 5.671 -0.731 1.785 -0.09
H 3.985 0.854 1.411 0.02
C -10.488 1.810 -4.717 0.32
Cl -10.830 1.847 -6.451 -0.12
Cl -11.838 2.494 -3.802 -0.12
Cl -10.151 0.159 -4.186 -0.12
H -9.605 2.415 -4.528 0.01
C 1.196 -1.755 -7.357 0.71
Cl 0.890 -2.336 -8.996 -0.12
Cl 1.763 -0.078 -7.387 -0.10
Cl -0.257 -1.905 -6.362 -0.11
H 1.974 -2.371 -6.915 -0.35
C 8.525 -2.539 3.666 0.40
Cl 9.656 -2.162 2.363 -0.12
Cl 8.234 -4.282 3.753 -0.10
Cl 9.131 -1.933 5.211 -0.13
H 7.581 -2.046 3.453 -0.05
C -6.415 6.064 3.727 -0.06
Cl -7.099 7.669 3.447 -0.13
Cl -5.752 5.399 2.223 -0.06
Cl -5.172 6.127 4.981 -0.09
H -7.211 5.408 4.068 0.29
C -2.122 3.192 4.446 -0.09
Cl -2.752 3.675 6.022 -0.10
Cl -3.322 3.501 3.180 0.00
Cl -0.607 4.035 4.102 -0.08
H -1.919 2.126 4.471 0.25
C 2.461 -5.899 -6.029 0.01
Cl 2.153 -6.480 -7.668 -0.11
Cl 3.031 -4.224 -6.060 -0.15
Cl 1.008 -6.041 -5.035 -0.11
H 3.238 -6.515 -5.589 0.34
C 2.974 5.007 2.493 -0.05
Cl 2.956 3.678 1.327 0.02
Cl 2.803 4.393 4.139 -0.13
Cl 4.460 5.950 2.336 -0.13
H 2.131 5.659 2.281 0.33
C -3.525 0.105 8.064 0.00
Cl -4.658 1.247 8.794 -0.11
Cl -3.435 0.351 6.316 -0.08
Cl -1.924 0.262 8.796 -0.12
H -3.887 -0.901 8.248 0.33
C 5.926 -7.670 4.402 0.52
Cl 5.747 -6.994 6.024 -0.13
Cl 6.921 -9.131 4.443 -0.13
Cl 4.344 -8.015 3.694 -0.13
H 6.425 -6.935 3.779 -0.13
C -14.046 -0.739 -5.854 0.57
Cl -14.388 -0.702 -7.587 -0.13
Cl -15.396 -0.055 -4.939 -0.12
Cl -13.709 -2.391 -5.322 -0.13
H -13.164 -0.133 -5.666 -0.19
C 8.974 -11.102 6.957 0.32
Cl 8.194 -11.236 8.537 -0.13
Cl 10.012 -9.674 6.895 -0.11
Cl 9.902 -12.563 6.596 -0.12
H 8.200 -10.994 6.203 0.04
C 12.152 -14.748 8.992 0.26
Cl 11.369 -14.879 10.571 -0.12
Cl 13.194 -13.322 8.931 -0.12
Cl 13.077 -16.211 8.633 -0.13
H 11.380 -14.639 8.237 0.10
C 3.138 6.917 -2.935 -0.16
Cl 4.600 6.024 -2.489 -0.13
Cl 2.685 6.568 -4.608 -0.12
Cl 1.810 6.524 -1.839 0.02
H 3.348 7.979 -2.852 0.42
C 4.249 -5.084 0.891 -0.02
Cl 3.596 -3.469 0.614 -0.08
Cl 4.954 -5.736 -0.593 -0.13
Cl 5.450 -5.045 2.187 -0.04
H 3.436 -5.736 1.198 0.29
```

Results
Spin multiplicity = 1
HOMO-LUMO gap = 0.3088 hartree
Lowest unoccupied orbital energy = -0.93 eV
Highest occupied orbital energy = -9.3314 eV

Entry 2:
DFT (ωB97M-V/def2-TZVPD) results for a structure of composition C33H28ClFN5O4V.

XYZ file:
```
73
Properties=species:S:1:pos:R:3:mulliken_spin:R:1
V -0.255 -0.811 -0.158 2.03
Cl 4.531 2.966 3.987 0.00
C 3.629 1.955 2.901 0.00
C 4.270 1.362 1.811 0.00
C 3.564 0.554 0.951 0.00
C 2.192 0.314 1.136 -0.01
O 1.575 -0.494 0.301 -0.02
C 1.548 0.931 2.234 0.02
C 0.154 0.727 2.547 0.00
N -0.697 0.197 1.751 -0.01
C -2.027 -0.101 2.163 -0.05
C -2.786 0.560 3.109 0.21
C -4.093 0.109 3.366 -0.10
C -4.632 -0.946 2.663 0.14
C -3.907 -1.615 1.640 -0.11
C -4.493 -2.582 0.802 0.61
C -3.906 -3.043 -0.503 0.00
C -3.221 -1.910 -1.313 0.00
N -1.666 -1.811 0.648 0.08
C -2.555 -1.199 1.455 0.10
C 2.294 1.733 3.115 0.00
H 5.326 1.535 1.656 0.00
H 4.050 0.073 0.113 0.00
H -0.158 1.033 3.549 0.00
H -2.393 1.416 3.643 0.01
H -4.681 0.602 4.130 0.00
H -5.644 -1.274 2.876 0.00
H -5.481 -2.950 1.061 0.00
H -4.619 -3.670 -1.036 -0.01
H -3.138 -2.205 -2.359 0.00
H 1.804 2.181 3.971 0.00
F -2.131 5.342 -0.529 0.00
C -2.967 4.288 -0.652 0.00
C -2.443 3.047 -0.861 0.00
C -3.291 1.936 -0.928 -0.02
C -2.729 0.606 -1.082 -0.03
O -1.472 0.486 -1.095 0.02
C -3.644 -0.479 -1.171 0.04
C -4.976 -0.206 -1.046 0.01
N -5.500 1.016 -0.807 0.00
C -6.918 1.153 -0.549 -0.01
C -7.588 0.123 0.304 0.01
C -7.350 1.500 0.847 0.00
C -4.674 2.119 -0.767 0.01
C -5.185 3.410 -0.579 0.00
C -4.346 4.502 -0.523 0.00
N -4.915 5.793 -0.296 0.00
C -4.403 6.914 -1.078 0.00
C -5.288 8.140 -0.785 0.00
N -6.579 7.651 -0.197 0.00
C -6.358 7.058 1.169 0.00
C -5.100 6.178 1.099 0.00
C -1.944 -2.439 -0.615 -0.02
O -2.620 -3.712 -0.410 0.04
O -0.775 -2.375 -1.274 0.01
H -1.375 2.900 -0.947 0.00
H -5.699 -1.006 -1.096 0.01
H -7.475 1.566 -1.381 0.00
H -6.973 -0.671 0.707 -0.01
H -8.592 -0.168 0.032 0.00
H -6.564 1.597 1.586 0.00
H -8.195 2.164 0.969 0.00
H -6.251 3.562 -0.487 0.00
H -4.452 6.651 -2.135 0.00
H -3.370 7.178 -0.844 0.00
H -5.509 8.712 -1.682 0.00
H -4.848 8.806 -0.045 0.00
H -6.932 6.906 -0.801 0.00
H -7.274 8.395 -0.160 0.00
H -7.250 6.484 1.412 0.00
H -6.260 7.881 1.873 0.00
H -5.240 5.292 1.713 0.00
H -4.229 6.717 1.491 0.00
```

Results
Energy relative to the best compared isomer or geometry (same formula, charge and spin) = 57.5 kcal/mol
⟨S²⟩ = 3.798
Spin multiplicity = 4
HOMO-LUMO gap (spin up / spin down) = 0.1807 / 0.2174 hartree
Net charge = +1
Lowest unoccupied orbital energy (spin up / spin down) = -3.45 / -3.45 eV
Highest occupied orbital energy (spin up / spin down) = -8.3708 / -9.3707 eV

Entry 3:
DFT (ωB97M-V/def2-TZVPD) results for a structure of composition C33H28GeN2O6PdS.

XYZ file:
```
72
Properties=species:S:1:pos:R:3:mulliken_spin:R:1
Pd 0.096 -1.560 0.001 0.64
C 0.392 1.221 6.115 0.00
C 0.622 0.175 5.065 0.00
C -0.341 -0.066 4.088 0.00
C -0.163 -1.069 3.151 -0.02
C 0.996 -1.827 3.176 0.02
C 1.965 -1.591 4.130 0.00
C 1.780 -0.591 5.069 0.00
S 1.252 -3.104 1.921 -0.02
O 2.127 -4.093 2.502 0.01
O -0.069 -3.546 1.540 0.01
N 1.948 -2.388 0.643 0.15
C 3.093 -1.649 0.839 0.00
C 2.705 -0.129 1.418 0.01
O 3.648 0.455 1.898 0.01
O 1.519 0.143 1.269 0.03
H -0.334 1.949 5.768 0.00
H 1.316 1.731 6.375 0.00
H -0.011 0.757 7.016 0.00
H -1.233 0.545 4.052 0.00
H -0.921 -1.269 2.393 0.01
H 2.859 -2.192 4.125 0.00
H 2.542 -0.394 5.808 0.00
H 3.584 -1.412 -0.110 0.00
H 3.791 -2.080 1.567 0.01
O -1.967 -5.025 -1.171 0.01
C -1.563 -3.892 -0.947 0.01
O -0.447 -3.406 -1.252 0.12
C -2.612 -2.890 -0.379 -0.01
C -3.954 -3.235 -0.492 0.00
C -4.924 -2.292 -0.202 0.00
C -4.515 -1.040 0.235 0.00
C -3.162 -0.805 0.406 0.00
N -2.230 -1.706 0.104 0.03
H -4.190 -4.234 -0.828 0.00
H -5.972 -2.527 -0.331 0.00
H -5.234 -0.261 0.447 0.00
H -2.793 0.142 0.780 0.00
C -1.011 -0.647 -5.958 0.00
C -0.363 0.552 -5.706 0.00
C 0.018 0.877 -4.414 0.00
C -0.238 0.014 -3.356 -0.02
C -0.856 -1.199 -3.632 -0.01
C -1.249 -1.528 -4.916 0.00
Ge 0.316 0.338 -1.452 0.03
C 2.014 1.390 -1.697 0.00
C 2.236 2.569 -0.993 0.00
C 3.394 3.301 -1.182 0.00
C 4.361 2.857 -2.067 0.00
C 4.162 1.677 -2.762 0.00
C 3.002 0.947 -2.572 0.00
C -0.881 1.784 -0.711 0.00
C -1.585 2.702 -1.480 0.00
C -2.370 3.678 -0.889 0.00
C -2.455 3.761 0.490 0.00
C -1.757 2.857 1.273 0.00
C -0.993 1.871 0.674 0.02
H -1.329 -0.901 -6.962 0.00
H -0.144 1.230 -6.524 0.00
H 0.529 1.810 -4.214 0.00
H -1.002 -1.903 -2.822 0.02
H -1.729 -2.478 -5.108 0.00
H 1.482 2.921 -0.300 0.00
H 3.549 4.229 -0.648 0.00
H 5.273 3.424 -2.211 0.00
H 4.922 1.338 -3.453 0.00
H 2.846 0.025 -3.124 0.00
H -1.512 2.653 -2.559 0.00
H -2.918 4.388 -1.497 0.00
H -3.062 4.525 0.959 0.00
H -1.806 2.935 2.351 0.00
H -0.444 1.158 1.275 -0.03
```

Results
Energy relative to the best compared isomer or geometry (same formula, charge and spin) = 56.2 kcal/mol
⟨S²⟩ = 0.760
Spin multiplicity = 2
HOMO-LUMO gap (spin up / spin down) = 0.2096 / 0.2180 hartree
Net charge = -1
Lowest unoccupied orbital energy (spin up / spin down) = 0.86 / 1.13 eV
Highest occupied orbital energy (spin up / spin down) = -4.8377 / -4.8048 eV